(A)
Here is a 2-piece molecular cluster, C4H13NSi2 overall from the OMol25 dataset. Energies are from ωB97M-V with the def2-TZVPD basis set.

```
20
Properties=species:S:1:pos:R:3
C -3.19645 1.50309 -0.65722
C -4.01625 0.33114 -1.05575
C -1.78496 1.35625 -1.02514
C 4.37817 -1.73841 1.42425
N -3.07154 -0.76199 -0.89063
Si -1.44101 -0.49512 -0.37833
Si 2.79749 -0.63517 1.86997
H -3.40640 2.41058 -1.11684
H -3.37910 1.77233 0.43061
H -4.86758 0.24054 -0.44981
H -4.27495 0.44527 -2.16395
H -1.46706 1.47462 -2.05277
H -1.18281 2.17448 -0.52073
H 4.38572 -2.72051 0.85358
H 5.13099 -1.04812 0.84246
H 4.84312 -1.92617 2.46171
H -3.59510 -1.58130 -0.84907
H 2.46584 0.16053 0.75326
H 3.66582 -0.04753 2.97849
H 1.64866 -1.26604 2.39132
```

Calculated values
Total charge   0
2S+1   1
Molecular weight   131.33 g/mol
HOMO   -8.1 eV

=====

(B)
Here is C4H13NSi2 as an isolated structure from the OMol25 dataset. Energies are from ωB97M-V with the def2-TZVPD basis set.

```
20
Properties=species:S:1:pos:R:3
C -1.82157 0.23546 1.78682
C -1.35102 0.49932 -1.15179
C 2.31225 -0.27897 1.05754
C 1.70906 -0.54037 -1.27370
N 1.28008 -0.07131 0.04280
Si -2.61442 -0.19466 0.17252
Si -0.10610 0.96304 0.22401
H -2.11958 1.16057 2.16376
H -1.59002 -0.57735 2.56161
H -0.97412 -0.27918 -1.82291
H -1.57556 1.35435 -1.75728
H 2.73834 0.67191 1.59253
H 1.79680 -0.71392 1.86399
H 3.10815 -0.91313 0.57889
H 2.84181 -0.25709 -1.47664
H 1.55583 -1.64294 -1.40462
H 1.05614 0.02535 -1.91378
H -2.63693 -1.53534 -0.07936
H -3.91151 0.57134 0.06332
H 0.43742 2.24960 0.63414
```

Calculated values
Total charge   0
2S+1   1
Molecular weight   131.33 g/mol
HOMO   -8.0 eV

=====

Pick (B): it beats the second-best structure by 23.9 kJ/mol.